(1)
52
Properties=species:S:1:pos:R:3:forces:R:3:lowdin_charge:R:1 method="wB97M-V/def2-TZVPD" spin_multiplicity=1 orbital_gap_ha=0.34554 smiles="O=S(=O)(N1CCCCC1)N1CCN(S(=O)(=O)N2CCCCC2)CC1" homo_ev=-8.79 lumo_ev=0.62
O 2.3087 -2.4589 0.7648 0.0641 -0.0092 0.2401 -0.266
C 4.1855 1.9327 -0.4424 0.1335 -0.2562 -0.0982 -0.175
H -0.9915 -1.0604 2.3474 0.2500 0.0120 0.1069 0.118
C -5.2421 1.7027 -0.3928 -0.0553 -0.2027 0.1057 -0.198
H 1.1896 0.0317 1.4426 -0.1921 0.1596 0.1495 0.120
C -3.0379 1.2854 0.7155 -0.1485 0.2544 0.6195 -0.218
S 2.3249 -1.5316 -0.3263 0.0128 0.8445 -0.0859 0.635
H 4.3823 2.6168 -1.2686 -0.0635 0.0264 -0.0114 0.113
H -0.7749 -0.4341 -1.6448 0.1387 -0.0515 -0.0203 0.114
C -4.9730 0.4908 -1.2805 0.1518 0.2221 -0.0694 -0.176
C -4.5299 1.5224 0.9449 0.1283 0.1711 -0.1710 -0.177
H 4.2567 -1.3777 1.5595 0.2000 0.0322 0.0015 0.115
C -0.0821 -1.2327 -1.3660 -0.1389 -0.4372 -0.4364 -0.163
H -2.5436 1.0702 1.6623 0.0486 0.2592 -0.0027 0.110
C -0.4344 -1.4078 1.4779 0.2110 0.3737 0.3916 -0.161
H -1.6638 -2.7371 -1.3185 0.2135 -0.1270 -0.1415 0.119
H 2.5918 0.8457 -1.4497 0.1357 0.1289 -0.1162 0.116
O 2.6458 -2.0298 -1.6300 -0.0897 0.0290 -0.1822 -0.261
H -6.3150 1.8219 -0.2341 0.0039 0.0795 -0.0379 0.110
C 3.5584 0.6512 -0.9842 -0.0855 0.5543 -0.4284 -0.213
N 0.9014 -0.6650 -0.4619 0.9664 -0.4613 -0.0531 -0.223
H -4.9337 0.6542 1.4674 -0.0532 0.0613 0.0799 0.109
H -3.2721 -0.6256 -2.0067 0.0059 0.1668 -0.2043 0.111
N -1.3958 -1.9882 0.5683 -0.9713 -0.0312 0.1860 -0.225
H 4.2179 0.1888 -1.7321 -0.0271 0.0440 0.0131 0.129
C 5.4772 1.6056 0.3025 -0.1945 0.1344 0.2024 -0.205
H -0.3065 0.5921 0.6390 0.1319 -0.0104 0.0361 0.114
H -4.8712 2.6061 -0.8856 -0.0428 0.0813 -0.0298 0.112
H 4.5095 1.0205 2.1343 -0.0143 -0.0072 0.1002 0.116
S -2.9236 -1.3580 0.5617 0.5854 -0.3352 0.0716 0.645
O -3.2956 -1.1884 1.9318 0.1423 0.3009 0.0735 -0.262
H -4.6645 2.4030 1.5753 -0.0108 -0.0216 0.0689 0.115
C 4.5382 -0.6548 0.7938 0.2544 -0.3026 0.5489 -0.202
H -3.0237 1.1387 -1.9718 0.0331 -0.0698 0.0202 0.130
H 0.2676 -2.1925 1.7756 -0.2076 0.1001 0.0326 0.117
H 5.9030 2.5131 0.7337 0.0759 -0.0077 -0.0486 0.109
H 5.2352 -1.1386 0.0936 0.0079 0.0025 0.0485 0.134
O -3.7082 -2.2101 -0.2757 0.0594 0.1176 -0.3328 -0.261
C 0.3473 -0.2661 0.8178 -0.1151 0.0336 0.6118 -0.162
N -2.7859 0.1612 -0.1681 -0.1455 -0.8349 0.4128 -0.226
C -3.4678 0.2867 -1.4441 -0.3706 -0.2672 -0.5043 -0.217
N 3.3174 -0.2675 0.1100 -0.6132 -0.6463 -0.0933 -0.240
H -5.3883 -0.4071 -0.8206 -0.0855 -0.0137 -0.0757 0.110
H -2.5780 2.1704 0.2604 0.0349 -0.0661 0.0324 0.130
C 5.1888 0.5849 1.4004 0.0493 -0.1207 -0.3156 -0.175
H 6.2049 1.1897 -0.3976 0.0867 0.0135 -0.0367 0.114
H 6.1099 0.2971 1.9083 -0.0222 -0.0279 0.0581 0.113
C -0.8357 -2.3884 -0.7019 0.0104 0.0539 -0.5964 -0.153
H -0.1378 -3.2132 -0.5210 -0.1382 -0.0098 -0.0121 0.134
H -5.4300 0.6231 -2.2626 -0.0302 -0.0645 -0.0220 0.115
H 3.4816 2.4082 0.2421 -0.0647 0.0884 -0.0018 0.116
H 0.4628 -1.5816 -2.2433 -0.2553 0.0365 -0.0838 0.118


(2)
54
Properties=species:S:1:pos:R:3:forces:R:3:mulliken_spin:R:1 method="wB97M-V/def2-TZVPD" spin_multiplicity=4 e_above_lowest_kcal_mol=33.2 orbital_gap_ha="0.16112 / 0.28277" homo_ev="-3.81 / -7.19" lumo_ev="0.57 / 0.50" s2=3.753
H 6.9856 -14.2465 26.1309 0.3747 -0.1445 -0.1252 -0.008
N 0.9110 -15.0837 27.4738 0.0486 0.1670 0.4824 0.008
H 3.5101 -15.0571 31.5044 0.2640 -0.1098 -0.5311 0.006
H 4.6673 -19.9722 26.8217 -0.0522 -0.4811 -0.0477 -0.001
Ti 3.5874 -15.3873 27.3355 0.1375 1.0839 1.0665 2.743
C 0.1938 -13.4504 29.3589 -0.5019 -0.0901 0.2040 -0.009
H -0.8035 -13.0400 29.2003 -0.2098 -0.4895 -0.2859 0.002
C 3.4773 -14.2044 23.8107 0.6301 -0.6331 3.3534 0.054
H 7.5223 -19.5453 27.9535 0.1977 0.2961 0.2326 -0.001
C 4.2529 -13.3307 30.3477 -0.8231 -0.7928 -0.6464 0.025
H 4.3687 -11.3186 29.3784 0.2727 -0.3306 -0.1369 0.002
H 6.1247 -18.9072 27.1098 -0.2004 -0.0747 0.3398 0.004
C 2.7478 -18.5229 28.2225 0.9081 0.8912 1.3524 0.029
H 2.9132 -11.6124 30.2672 -0.2471 -0.0501 0.0391 0.000
H 6.1156 -13.2475 22.0797 -0.8825 0.4437 -0.1089 0.001
O 3.9741 -14.7464 24.8640 -2.5648 1.5679 -3.6570 -0.036
C 0.6165 -14.3588 28.3222 0.2098 0.1787 -1.4338 0.026
O 4.2279 -13.7336 22.8325 -0.5886 0.2571 -0.6721 0.001
H 3.5943 -21.4171 26.9800 0.2051 0.1296 0.4987 0.000
H 5.3318 -13.4520 30.4445 0.4009 0.0169 1.0134 0.005
C 1.1764 -14.1499 24.4698 -0.4856 -1.3412 1.4900 0.041
H 3.2003 -20.1121 25.9543 -0.9989 0.8686 0.5831 0.000
H 0.8029 -12.5504 29.4431 0.6046 -0.5707 0.3092 0.002
H 2.3454 -13.7983 31.3825 0.0588 0.5174 0.0781 0.002
C 3.6429 -20.3295 26.9265 1.1922 -0.2365 -0.2065 0.003
H 0.1587 -14.1405 30.2020 0.1371 0.8081 0.7403 0.001
O 3.9425 -14.0567 29.2137 -0.8692 -0.3807 -2.0000 0.052
O 2.2516 -18.3212 29.4737 0.8013 -1.3326 -1.6179 -0.018
H 6.0217 -13.2602 23.8469 -0.6116 0.4845 0.0963 0.003
H 3.8107 -13.7336 32.4788 -0.4082 0.6534 0.2896 -0.003
H 1.1481 -16.6823 29.8501 0.1011 0.3968 -0.0584 -0.003
H 6.1128 -14.6810 22.9651 -0.6627 -0.5863 -0.0232 0.000
C 5.6232 -13.7076 22.9364 2.1073 -0.7854 0.6024 0.000
H 2.9010 -16.3077 29.6160 0.0242 -0.0483 -0.0296 0.048
O 2.1729 -13.8593 23.5085 2.1082 -0.3466 0.4807 0.002
C 6.8429 -14.1726 27.2089 -0.2391 0.4173 -1.2104 0.016
C 2.1731 -17.0149 30.0137 -0.7535 0.2131 0.3098 0.009
O 7.0695 -17.5628 28.3197 0.7993 2.1985 -0.6880 -0.002
C 3.4161 -13.9712 31.4909 1.1997 -0.2704 0.4214 -0.010
O 3.1781 -19.8049 28.1864 -1.3969 0.4990 -1.1305 0.001
H 2.3082 -17.1484 31.0871 0.1620 0.0807 -0.0763 -0.002
H 6.0719 -19.1704 28.9299 -0.2735 -0.4321 -0.3701 -0.002
H 7.5117 -13.4089 27.6061 -0.1401 -0.1977 0.1133 0.001
H 5.8003 -13.8631 27.2816 -0.1471 -0.2784 0.8281 0.026
C 6.4950 -16.5517 27.6143 0.4889 0.6996 0.7213 0.009
H 1.2492 -13.6674 25.4445 0.5834 0.7336 -0.3595 0.006
O 2.9513 -17.6597 27.3871 -0.5171 -1.1054 0.3572 -0.012
O 7.2046 -15.3906 27.8349 -0.8958 -2.5598 0.3505 -0.012
O 5.4907 -16.7026 26.9414 0.8377 0.6251 0.1306 -0.007
H 4.3931 -11.2704 31.1316 0.0997 -0.1043 0.1813 -0.001
H 1.2460 -15.1907 24.7859 -0.0820 -0.2449 -0.3572 -0.007
H 0.1654 -13.9700 24.1043 0.4262 0.1555 -0.6125 0.002
C 3.9857 -11.8067 30.2746 -0.3716 -0.2090 -0.1002 -0.001
C 6.6612 -18.8853 28.0584 -0.4577 -0.1565 -0.1802 0.003


(3)
70
Properties=species:S:1:pos:R:3:forces:R:3:lowdin_charge:R:1 method="wB97M-V/def2-TZVPD" spin_multiplicity=1 charge=-1 e_above_lowest_kcal_mol=50.8 orbital_gap_ha=0.23490 homo_ev=-4.65 lumo_ev=1.74
H -4.7265 -0.1038 -3.6613 -0.1346 -0.1760 0.0247 0.033
H 2.5055 0.5699 3.5732 1.0993 0.2641 -0.2449 0.003
Cl 7.2238 -2.4645 -0.0056 0.3821 -0.3109 -0.0675 0.438
H 4.2410 6.7860 1.8086 0.0740 0.1299 0.1817 -0.004
H 0.4868 -3.7041 -1.4565 -1.0266 1.3545 0.2444 0.076
Cl -1.6145 -0.5755 6.8213 0.0175 0.1130 0.5909 0.475
H 0.1684 -2.3493 0.8290 -0.2888 1.0478 -1.4554 0.107
C -8.5031 -3.0686 0.7699 -0.1427 0.1968 0.0746 -0.989
H -5.1735 -0.6773 -5.2882 -0.1026 -0.1236 0.1595 0.026
H 4.2820 4.6686 -2.0998 0.0076 -0.3519 -0.3022 -0.072
H 5.9742 6.5150 2.1181 -0.0945 0.1558 0.1231 0.030
Cl 4.2959 6.8750 -1.0879 -0.0113 0.2806 0.1667 0.586
C -0.2778 -2.8631 -1.2947 -0.6606 0.6891 0.8117 -0.122
H 8.8154 -0.9573 0.8616 -0.1869 -0.0013 -0.1531 0.027
O -0.1315 2.1338 1.4698 2.6519 -1.2352 -1.4323 -0.121
Cl -4.5648 -2.4476 -3.8555 0.1152 0.1376 -0.2303 0.531
Cl -2.0103 -1.5484 3.8527 -0.1088 -0.2117 -0.3722 0.462
H 3.6033 8.8432 -2.1851 0.0609 -0.2205 -0.0198 0.029
Cl 4.7288 6.6837 4.1132 0.0163 -0.0554 -0.0436 0.503
H 2.8071 3.7100 -2.3861 0.1496 -0.1580 0.0194 0.023
O 3.4039 0.9086 3.3211 -1.4947 -0.6853 -1.3597 -0.437
H -0.4479 -0.8655 -0.1178 0.9453 -1.1859 -0.3227 0.071
Cl -6.9756 -0.8079 -3.7712 -0.0677 0.0721 -0.0008 0.493
H 0.0689 -2.1482 7.3240 -0.0564 0.1593 -0.1499 0.027
Cl 8.2912 -0.0526 -1.2520 0.1177 0.0202 0.0115 0.487
H -1.2425 -3.3222 -0.8594 1.4901 0.5868 -0.9798 0.016
Cl 4.5332 7.5401 -3.9166 0.0110 0.1188 0.0163 0.508
Cl 4.1177 3.9376 -4.3390 -0.0087 0.0788 -0.2279 0.457
N 1.6870 -1.4596 -0.3739 -1.5885 -0.6819 -1.4557 -0.114
Cl -8.7388 -3.6530 -0.8817 -0.0601 0.0586 -0.0190 0.503
C 8.6098 -1.3749 -0.1231 0.1532 -0.0380 0.1045 -1.033
P 3.4603 1.1291 1.6142 -0.0450 1.5160 0.6382 0.613
H -9.4031 -3.2704 1.3486 0.1734 -0.0930 -0.1140 0.025
Cl 5.3976 8.8008 2.2215 0.0391 0.0709 -0.1240 0.472
Cl -7.1316 -3.8723 1.5429 -0.4135 0.0502 0.5097 0.571
C -4.7858 -3.5454 -0.7120 -0.2401 -0.0324 0.1630 -1.072
C 0.2160 -1.7895 -0.1845 0.0411 -1.8930 0.6318 -0.267
N 1.9197 -0.0780 -0.3731 0.1041 1.1438 0.4911 -0.153
C -5.2658 -0.8674 -4.2200 0.2696 0.1569 -0.0931 -0.997
C -2.7584 -0.1006 3.1654 -0.0695 0.2897 -0.0327 -0.982
Cl -3.8167 -2.3414 0.1479 -0.3971 -0.2869 -0.1958 0.504
H -8.3145 -1.9964 0.7423 0.0923 -0.1997 -0.0662 0.033
Cl -4.3855 -6.0049 -5.0504 0.0037 -0.1155 -0.0501 0.491
H -3.8277 -0.1239 3.3718 0.1594 -0.1391 -0.0831 0.026
H 1.3921 0.4181 -1.1103 0.1753 -0.0339 0.9051 0.116
Cl -6.8957 -5.4054 -3.6889 -0.0914 -0.0778 0.0181 0.483
Cl 1.1231 -0.6760 5.8149 0.0874 -0.0765 0.1196 0.524
O 1.3663 2.7967 -0.2131 -1.4164 -4.4051 3.5854 -0.211
C 0.8958 1.9067 0.7435 -0.4592 4.1601 -1.3667 -0.610
C 1.7385 0.5499 0.9636 0.3534 0.0444 -0.1932 -0.422
H -5.4783 -4.0087 -0.0093 0.5261 0.0694 -0.3775 -0.085
H -5.6969 -7.4360 -3.7123 0.0310 0.2294 -0.0346 0.027
Cl -2.5130 -0.0208 1.4195 -0.0137 0.4075 0.3308 0.521
H 1.8574 -1.7454 -1.3614 0.3421 0.2116 1.0871 0.102
C 5.0904 7.0707 2.4273 -0.0577 -0.3202 -0.1342 -1.053
Br 5.0737 -0.3059 0.8863 -0.7451 -0.2699 0.3455 0.148
H 1.3233 -0.1415 1.7730 -0.0425 0.7780 -1.3054 0.111
H -5.3423 -3.0495 -1.5052 0.1819 -0.1080 0.0800 -0.045
C 0.0482 -1.0718 7.1601 0.0896 -0.0553 0.1322 -1.018
H 5.3772 8.7291 -2.0633 -0.0916 -0.1965 -0.0309 0.027
H -0.5349 -2.3265 -2.2806 0.4826 -0.9491 1.3782 0.077
H -2.3123 0.7807 3.6253 0.1304 -0.1651 -0.1642 0.033
H 0.3959 -0.5558 8.0537 -0.0681 0.0215 -0.2110 0.024
C 4.4611 8.1779 -2.2701 0.0452 0.2869 0.0246 -0.999
Cl 4.6833 2.3523 -1.9541 -0.0196 0.0474 0.0381 0.497
H -6.4659 -7.0899 -5.2821 0.0876 0.1853 0.0876 0.024
C -5.9114 -6.6624 -4.4481 -0.0326 -0.1953 0.0073 -1.022
Cl -3.7658 -4.8030 -1.4267 -0.0526 -0.1198 -0.1184 0.494
C 3.8749 3.7865 -2.5911 -0.2238 -0.0404 0.4715 -1.043
H 9.4738 -1.9378 -0.4730 -0.1942 0.0752 -0.0422 0.019


no.,total energy (eV)
1,-50793.1019
2,-60047.7256
3,-353891.0058